No. 1
C57H94N13O | ωB97M-V with the def2-TZVPD basis set

The HOMO energy (spin up / spin down) comes out at -7.493 / -7.493 eV. The spin multiplicity is 2. The expectation value of S² is 0.76. The LUMO energy (spin up / spin down) comes out at 0.24 / 0.23 eV.

The geometry in XYZ format:
```
165
Properties=species:S:1:pos:R:3:forces:R:3:mulliken_charge:R:1
O -1.053 0.622 2.497 2.4 -0.6 -5.6 -0.412
N 6.252 3.946 -0.926 -0.1 0.5 0.2 -0.494
N 6.374 -3.603 -0.449 0.4 -2.3 -1.2 0.015
N 1.267 6.135 -2.526 -0.6 0.3 -0.6 0.042
N -4.533 -2.125 4.904 -0.6 -2.1 -0.5 -0.434
N -4.785 -0.794 2.113 0.7 0.6 1.9 -0.317
N -2.110 3.502 4.078 0.2 1.5 -0.2 -0.437
N -1.440 -2.023 4.758 -1.6 0.8 -0.8 -0.269
N 1.634 -4.774 2.708 0.2 0.1 0.6 -0.437
N 1.127 -3.525 -7.317 0.1 -0.2 0.3 -0.462
N -0.454 0.436 1.143 -2.1 0.0 5.0 0.913
N 1.633 2.403 2.422 2.1 0.8 1.2 0.675
N -0.141 1.729 -7.341 0.0 0.6 -0.5 0.048
N -4.417 2.561 2.135 -0.5 0.7 -0.4 -0.334
C -0.972 2.783 0.371 0.7 0.8 1.3 -1.798
C 1.973 -2.150 5.726 -1.2 1.2 0.0 0.078
C -1.412 6.416 2.174 -0.3 0.4 -0.6 0.298
C 3.152 -2.605 6.601 -0.8 -1.1 -1.3 -1.311
C 0.630 6.788 -3.603 1.6 0.1 1.0 -0.599
C 3.008 -4.307 -5.736 0.0 0.2 2.5 -0.473
C 4.252 -3.235 -1.004 0.5 -2.9 1.1 0.103
C 3.670 1.435 -2.477 1.0 -0.7 0.1 -0.423
C -0.503 -2.488 5.193 2.2 -0.7 0.5 -0.030
C 0.717 -3.087 5.749 0.5 0.3 0.5 -0.491
C -4.972 3.536 1.856 1.2 -0.7 0.2 0.188
C 1.240 -8.229 0.687 -0.3 0.1 0.7 -1.419
C 5.178 1.005 -2.641 -0.4 1.7 0.5 -0.970
C -4.958 5.725 0.533 0.7 0.9 0.2 -0.340
C -2.030 4.641 3.868 0.1 -2.1 0.3 0.248
C -0.139 1.151 -1.166 -0.7 0.3 -2.2 -1.447
C 3.850 2.941 2.527 -1.3 -0.9 -0.9 -0.687
C -5.667 4.759 1.481 -0.6 -0.5 0.1 -0.594
C -0.980 1.319 0.080 -1.5 -0.9 -1.6 3.783
C 6.137 1.392 -1.472 -1.5 -0.4 0.2 0.002
C 1.938 -3.902 -6.592 -1.1 0.5 -0.9 0.234
C 4.930 -2.043 -0.911 0.9 2.2 -1.3 0.032
C 0.148 -0.242 -1.627 1.4 -0.7 1.7 -1.018
C -0.644 0.115 -5.924 -0.9 -0.5 -0.3 -0.679
C -4.779 -3.216 4.573 0.6 1.8 0.5 0.295
C -5.647 -1.602 -0.232 -0.5 0.4 0.2 -0.462
C 2.636 -4.141 -4.166 -0.8 0.5 -2.2 -0.606
C -1.007 -2.062 0.854 -0.6 1.2 -0.1 -1.056
C 0.368 2.111 -6.142 -0.3 -0.2 0.6 -1.193
C 5.196 -4.236 -0.720 -1.0 0.5 0.6 -1.040
C -6.671 -0.639 -0.991 0.5 -0.5 1.5 -0.700
C -0.267 4.772 -3.377 1.4 -1.7 0.8 -0.202
C -0.209 5.900 -4.193 -0.9 0.6 -0.1 -1.090
C -1.919 6.060 3.610 0.4 0.5 -0.6 -0.644
C -2.458 0.978 -0.380 0.3 -0.5 0.5 -2.215
C 1.843 3.199 3.539 0.6 0.3 -0.5 -0.715
C 0.102 -0.959 0.913 1.1 0.0 0.0 2.356
C -5.149 -1.164 1.107 -1.1 -0.3 -3.0 0.157
C 0.737 4.887 -2.403 -1.7 0.0 -0.8 -0.835
C 0.032 1.099 -5.242 1.3 2.4 0.3 0.439
C -6.209 0.805 -1.108 0.3 0.2 -0.4 -0.821
C 0.896 -0.909 -0.430 -0.6 -0.7 -1.3 -0.519
C -5.138 -4.590 4.182 0.7 0.1 -0.7 -0.564
C -4.409 -5.125 2.892 -0.3 0.3 0.6 -0.430
C 2.006 -2.793 -3.790 0.9 -0.7 -0.5 -0.433
C -2.857 -4.965 2.970 -0.7 -0.9 -0.5 -0.626
C 2.873 2.190 1.835 0.1 1.0 0.4 -0.706
C 1.158 -1.315 2.047 -1.1 0.1 -1.0 -0.917
C 1.572 -6.943 -0.110 0.4 -1.7 0.0 -0.502
C -4.096 5.141 -0.611 -1.1 -0.2 0.8 -0.548
C 6.191 2.823 -1.138 0.5 -0.7 -1.0 -0.044
C 6.294 -2.313 -0.795 -0.6 1.1 1.6 -0.859
C -0.778 0.546 -7.240 -0.5 -1.1 0.4 -0.756
C 1.085 -5.570 0.263 -0.7 0.5 0.4 0.801
C 1.407 -5.132 1.646 -0.4 -0.3 -1.3 0.231
C 3.200 3.591 3.603 -1.7 -1.0 -0.2 -0.858
C 0.067 6.186 1.792 -0.1 -0.1 0.4 -0.938
H 2.170 -1.978 4.668 0.6 -0.1 0.1 -0.089
H 0.734 2.037 2.144 0.2 -0.3 0.2 0.014
H 3.113 1.070 -1.614 0.3 -0.6 0.2 -0.254
H 0.018 -5.462 0.068 -0.3 -0.1 0.5 0.398
H -4.888 -4.688 2.016 0.4 0.6 0.0 0.143
H -4.783 -1.831 -0.855 0.1 0.2 -0.1 0.326
H 1.061 -1.920 -0.803 0.2 -0.5 0.6 -0.325
H 1.490 -4.863 -0.461 0.4 0.2 0.2 -0.550
H 7.224 -4.083 -0.189 -0.1 0.1 -0.3 0.222
H -2.888 1.723 -1.049 0.4 0.5 0.2 0.516
H 2.957 1.575 0.951 0.0 0.1 0.0 0.655
H 0.741 -0.194 -2.541 0.4 -0.1 0.2 0.620
H 0.971 4.195 -1.607 0.3 0.2 0.0 0.784
H -3.336 4.494 -0.172 0.1 0.0 -0.1 -0.317
H 2.808 -2.054 -3.812 -0.3 0.4 0.5 0.145
H -0.696 1.522 -2.027 -0.6 0.8 0.2 0.328
H 1.609 -1.190 6.095 0.0 0.2 -0.1 0.417
H -0.780 6.074 -5.094 -0.1 0.1 0.2 0.429
H -1.315 0.162 -8.095 0.2 -0.2 0.2 0.415
H -1.835 -1.655 0.274 -0.2 0.1 0.0 0.117
H -5.944 5.277 2.399 0.1 0.1 0.1 0.380
H 1.829 -0.491 2.289 -0.3 0.2 0.1 0.371
H 1.237 -2.489 -4.500 -0.2 -0.1 0.2 0.588
H -0.780 -2.991 0.331 0.8 0.0 0.1 0.009
H -4.864 -5.247 5.007 -0.3 0.0 0.1 0.283
H 7.218 -1.759 -0.719 -0.4 0.6 0.0 0.393
H -1.449 3.025 1.320 -0.4 0.0 -0.1 -0.119
H 5.029 -5.293 -0.575 0.2 0.1 0.0 0.427
H -4.764 4.529 -1.217 0.2 -0.1 -0.3 0.410
H 1.581 -9.117 0.155 0.2 0.2 -0.3 0.392
H 1.610 -3.019 -2.800 -0.1 0.9 0.1 -0.203
H 1.668 -8.317 1.686 0.2 0.4 0.0 0.345
H 3.532 -4.279 -3.561 -0.2 -0.5 -0.1 0.221
H -1.430 -2.298 1.830 0.2 0.2 0.1 0.005
H 0.301 6.232 0.729 -0.7 0.2 -0.3 0.212
H 3.154 -3.663 6.338 0.5 -0.4 0.8 0.315
H 0.699 6.966 2.216 0.1 -0.2 0.4 0.445
H 5.358 -0.048 -2.856 -0.4 0.0 0.0 0.363
H 3.572 2.513 -2.354 0.2 0.1 -0.6 0.486
H -6.610 4.362 1.104 -0.2 0.3 -0.5 0.341
H 0.623 -1.690 2.919 0.2 0.2 0.0 -0.764
H -7.019 1.429 -1.485 0.0 0.0 -0.2 0.441
H 4.137 -2.243 6.307 -0.3 0.4 0.0 0.386
H 5.485 1.593 -3.506 0.3 -0.3 -0.2 0.567
H -1.039 -0.692 -5.323 -0.3 -0.5 -0.9 0.431
H 1.002 3.404 4.184 0.1 0.1 0.0 0.605
H -6.116 -2.563 -0.019 -0.2 -0.1 -0.3 0.416
H 3.208 -3.510 -1.048 0.0 0.6 -0.3 0.175
H 0.178 -8.416 0.843 -0.2 0.4 -0.2 0.349
H 0.057 3.124 0.480 0.2 0.2 -0.1 0.373
H 2.022 6.452 -1.936 -0.3 0.3 -0.3 0.242
H 0.450 -3.290 6.786 0.2 -0.4 0.1 0.492
H -2.379 -5.941 3.043 -0.2 -0.2 0.6 0.384
H -1.293 6.491 4.391 0.3 0.0 -0.1 0.388
H -1.406 3.330 -0.466 -0.1 -0.1 0.1 0.080
H -3.117 0.883 0.482 0.0 -0.1 0.0 -0.061
H 7.090 0.897 -1.657 0.2 0.6 0.2 0.459
H -3.622 5.900 -1.234 -0.1 0.0 0.1 0.416
H -2.492 0.093 -1.016 0.1 -0.4 0.4 0.346
H -6.220 -4.547 4.054 0.0 -0.5 0.0 0.351
H 1.895 -0.491 -0.308 -0.1 0.4 0.2 -0.090
H -2.058 5.968 1.419 0.0 -0.7 0.2 -0.453
H -7.607 -0.610 -0.434 0.0 -0.2 0.3 0.304
H 0.933 -4.006 5.204 -0.1 -0.1 0.1 0.291
H -2.419 -4.652 2.022 -0.2 0.8 0.1 0.081
H 3.651 4.196 4.376 -0.1 0.0 -0.1 0.443
H 1.792 -2.103 1.642 -0.1 -0.2 0.1 0.358
H 1.164 -7.209 -1.085 0.3 0.6 -0.4 0.383
H 3.193 1.046 -3.377 -0.4 0.5 0.0 0.231
H 1.817 -4.846 -4.025 0.5 -0.6 0.4 0.376
H -1.659 7.463 1.994 0.2 0.3 0.3 0.429
H 3.171 -5.375 -5.875 0.6 0.2 -0.3 0.358
H 4.889 3.013 2.241 -0.1 -0.1 0.1 0.452
H 2.659 -6.875 -0.162 0.1 -0.2 -0.3 0.076
H 4.486 -1.065 -1.026 0.1 0.0 -0.1 0.387
H 0.784 7.838 -3.806 0.4 -0.2 -0.1 0.424
H 0.734 1.800 -1.238 0.5 -0.3 0.7 0.112
H 2.949 -2.442 7.659 0.1 -0.1 -0.1 0.299
H -2.571 -4.353 3.826 0.2 0.2 -0.4 0.179
H -6.943 -1.110 -1.935 0.4 0.1 -0.2 0.367
H -2.906 6.480 3.804 -0.1 0.2 -0.3 0.433
H -0.858 3.882 -3.534 0.0 0.0 0.0 0.748
H -0.213 2.314 -8.162 0.3 -0.1 0.2 0.231
H 3.828 -3.631 -5.977 0.4 -0.5 0.0 0.296
H -5.359 0.928 -1.779 0.0 -0.1 -0.1 0.198
H 0.423 5.193 2.065 0.1 0.1 0.4 0.025
H -4.335 6.372 1.151 0.5 -0.2 0.2 0.117
H 0.186 1.176 -4.176 0.2 -0.2 -0.1 0.551
H 5.695 0.974 -0.568 0.2 -0.5 0.2 0.111
H 0.808 3.091 -6.034 0.1 -0.2 0.2 0.444
H -5.903 1.258 -0.165 0.0 -0.3 0.3 0.157
H -0.686 -0.885 -1.911 -0.5 0.4 0.3 0.420
H -5.685 6.477 0.228 -0.3 -0.4 -0.6 0.384
H -4.703 -6.168 2.778 0.2 -0.2 0.3 0.364
```
Forces are in eV/Å.

---

No. 2
C4H12N3 | ωB97M-V with the def2-TZVPD basis set

The HOMO energy (spin up / spin down) comes out at -14.197 / -14.200 eV. Its charge is +1. The LUMO energy (spin up / spin down) comes out at -6.16 / -6.15 eV. Its energy relative to the best compared isomer or geometry (same formula, charge and spin) is 614.8 kJ/mol.

The geometry in XYZ format:
```
19
Properties=species:S:1:pos:R:3:forces:R:3:mulliken_charge:R:1
N -1.255 1.635 -0.215 3.5 -1.9 0.9 -0.083
N 0.136 0.543 -0.417 -1.4 4.3 1.3 -0.058
N -1.060 2.261 0.855 0.3 -0.3 -2.3 0.061
C -1.458 -1.290 -0.732 0.1 -1.2 -2.8 -0.965
C 1.965 -0.780 0.483 -0.1 3.5 0.9 -1.471
C -0.297 -0.423 -1.324 -4.2 -0.3 -0.6 -0.542
C 0.797 0.222 0.838 0.6 -0.8 0.6 -0.268
H 0.393 -1.077 -1.721 2.4 -1.0 -0.2 0.379
H -2.226 -1.453 -1.581 1.3 -0.1 1.4 0.328
H -1.365 3.210 0.989 -1.3 0.5 -0.2 0.329
H 2.284 -0.635 -0.494 0.2 0.1 -2.0 0.478
H -0.653 0.091 -2.234 0.0 0.1 0.5 0.410
H -0.201 2.101 1.319 1.2 -0.8 1.3 0.195
H 1.333 1.074 1.353 -0.9 -0.4 -0.8 0.417
H 0.093 -0.259 1.564 0.5 0.3 -0.4 0.412
H 2.860 -0.532 1.023 0.1 0.0 0.8 0.371
H 1.686 -1.729 0.656 -0.9 -3.3 0.5 0.399
H -1.085 -2.267 -0.341 -0.6 0.8 -0.1 0.307
H -1.948 -0.692 -0.022 -0.8 0.4 1.3 0.301
```
Forces are in eV/Å.

---

No. 3
C7H11N | ωB97M-V with the def2-TZVPD basis set

The HOMO energy comes out at -8.616 eV. The LUMO energy comes out at 0.34 eV. Its energy relative to the best compared isomer or geometry (same formula, charge and spin) is 434.0 kJ/mol.

The geometry in XYZ format:
```
19
Properties=species:S:1:pos:R:3:forces:R:3:mulliken_charge:R:1
N -2.088 0.076 -1.924 0.3 -0.2 1.7 -0.550
C -2.139 0.006 1.575 0.8 0.3 0.6 -1.339
C 0.191 1.362 0.165 -1.0 -3.4 -0.7 0.701
C -1.179 -0.477 0.440 0.8 3.6 0.4 0.704
C -0.278 -1.684 0.514 -0.1 0.4 -0.3 -1.149
C -1.717 -0.149 -0.839 -0.4 -0.4 -2.2 0.265
C 1.367 1.016 -0.276 -0.3 1.4 1.0 -0.884
C -0.583 2.565 0.251 -3.9 -3.6 0.4 -1.144
H -0.555 2.832 1.238 -0.2 1.1 2.7 0.318
H -1.538 0.265 2.529 -1.1 -0.1 -1.6 0.271
H -2.864 -0.738 1.881 0.1 -0.7 0.0 0.435
H 0.681 -1.424 -0.032 -1.3 -1.0 0.2 0.194
H -1.694 2.242 0.045 1.9 1.1 0.1 0.196
H -0.831 -2.609 0.198 0.8 0.8 -0.2 0.330
H -2.846 0.812 1.218 1.3 -0.4 0.4 0.319
H -0.322 3.347 -0.320 1.1 2.6 -2.4 0.466
H 2.114 1.773 -0.432 0.3 0.3 -0.4 0.306
H 1.700 0.035 -0.216 0.7 -1.7 -0.2 0.218
H -0.010 -1.834 1.541 0.2 -0.1 0.7 0.344
```
Forces are in eV/Å.

---

No. 4
C25H22N3O8PS3W | ωB97M-V with the def2-TZVPD basis set

The HOMO energy (spin up / spin down) comes out at -14.211 / -14.212 eV. Its charge is +2. The LUMO energy (spin up / spin down) comes out at -8.99 / -8.98 eV. Its energy relative to the best compared isomer or geometry (same formula, charge and spin) is 344.2 kJ/mol.

The geometry in XYZ format:
```
63
Properties=species:S:1:pos:R:3:forces:R:3:mulliken_charge:R:1
W 1.597 1.302 -0.723 -1.7 -4.3 5.0 1.072
S -2.848 3.299 -2.095 0.4 -1.1 0.9 -0.195
S 1.503 3.002 -2.502 -1.9 1.7 -2.4 0.881
S -0.612 1.036 -0.417 2.8 0.0 0.2 0.422
P -2.676 1.719 -0.980 -2.4 1.0 -1.0 0.893
O 0.082 2.951 -2.520 0.3 1.0 -0.9 -0.275
O 2.031 1.193 1.089 -0.6 0.1 0.0 -0.364
O 3.368 0.816 2.889 -0.4 0.2 -1.0 -0.457
O 1.893 1.448 -2.534 1.1 -0.8 -2.0 -0.455
O 2.310 3.763 -3.350 0.5 0.1 0.0 -0.524
O -0.689 -4.415 0.500 -0.2 -0.4 -0.2 -0.575
O 1.880 3.138 -0.996 0.4 1.4 0.7 -0.286
O 0.197 -0.879 2.758 -0.2 0.5 0.1 -0.389
N 1.936 -0.953 -0.740 -0.2 -0.3 0.1 -0.047
N -0.263 -3.161 2.330 -0.2 0.1 0.7 -0.075
N 3.881 1.286 -0.562 0.5 0.2 0.6 -0.033
C -3.420 -2.231 -1.808 0.1 -0.1 0.1 -0.782
C 2.952 -3.074 -1.231 -0.1 0.1 0.1 -1.093
C -4.414 2.727 0.919 0.1 0.2 -0.1 -0.610
C 1.155 -2.976 0.341 0.0 0.2 -0.3 0.083
C -0.009 -3.615 1.088 0.5 0.4 -0.4 0.181
C 2.092 -3.735 -0.364 -0.2 0.4 0.1 -0.510
C 4.333 1.273 0.721 0.0 0.0 -0.5 0.589
C -4.371 0.271 -2.552 0.1 0.2 -0.1 -0.595
C 0.518 -2.208 3.085 0.1 -0.4 0.0 -0.776
C 6.106 1.760 -1.300 0.0 -0.1 0.4 -0.851
C -4.704 1.810 3.121 -0.1 0.0 -0.1 -0.564
C -5.075 2.711 2.136 0.0 0.0 0.0 -0.684
C 5.668 1.473 1.043 -0.6 -0.2 0.0 -0.791
C 3.234 1.064 1.734 1.4 -0.1 0.6 0.198
C 1.137 -1.605 0.151 -0.2 0.3 0.0 0.691
C -2.813 -1.094 -1.309 0.0 0.1 -0.1 0.285
C -4.979 -0.873 -3.037 0.0 0.0 0.0 -0.719
C 2.829 -1.710 -1.421 -0.1 0.6 -0.1 -0.189
C -3.670 0.913 2.896 0.0 -0.1 0.0 -0.706
C -4.503 -2.120 -2.669 0.0 0.1 0.0 -0.531
C -3.384 1.819 0.698 0.6 -0.1 -0.4 0.789
C 4.763 1.531 -1.544 -0.4 -0.1 -0.2 -0.044
C 6.568 1.726 0.014 -0.3 0.0 -0.3 -0.293
C -3.286 0.156 -1.690 0.5 0.4 0.2 0.790
C -3.017 0.904 1.679 0.0 0.1 0.0 0.295
H 7.608 1.906 0.240 0.1 0.0 0.0 0.482
H 0.453 -0.981 0.736 0.3 -0.5 -0.3 0.075
H -3.052 -3.202 -1.513 0.0 -0.1 0.0 0.513
H -4.726 1.250 -2.839 -0.1 0.0 -0.1 0.382
H 3.439 -1.183 -2.149 0.0 -0.1 0.1 0.494
H -5.890 3.397 2.305 -0.1 0.1 0.0 0.424
H -5.235 1.796 4.059 0.0 0.0 0.1 0.420
H -1.969 -1.178 -0.639 0.1 -0.2 0.1 -0.095
H 2.136 -4.807 -0.241 0.0 -0.1 0.0 0.577
H -4.982 -3.008 -3.049 0.0 -0.1 0.0 0.429
H 4.348 1.548 -2.547 0.2 0.0 0.1 0.505
H -1.118 -3.519 2.743 0.1 -0.1 -0.1 0.293
H -2.220 0.204 1.480 0.0 -0.2 0.1 -0.056
H -3.391 0.209 3.665 0.0 0.0 0.1 0.421
H 0.364 -2.413 4.147 0.1 0.1 -0.1 0.528
H 1.580 -2.338 2.851 -0.2 0.0 0.1 0.329
H -4.695 3.430 0.149 0.0 0.0 0.0 0.401
H 3.704 -3.620 -1.778 0.1 0.0 -0.1 0.441
H -0.562 -0.572 3.269 0.1 -0.1 0.1 0.266
H 5.971 1.444 2.079 0.0 0.0 0.1 0.546
H 6.771 1.970 -2.125 0.0 0.0 0.0 0.449
H -5.829 -0.780 -3.693 -0.1 0.0 -0.1 0.421
```
Forces are in eV/Å.

---

No. 5
C6H10 | ωB97M-V with the def2-TZVPD basis set

The HOMO energy comes out at -8.267 eV. As for the structure (SMILES): C=CCCC=C. The LUMO energy comes out at 1.18 eV. Its energy relative to the best compared isomer or geometry (same formula, charge and spin) is 251.8 kJ/mol.

The geometry in XYZ format:
```
16
Properties=species:S:1:pos:R:3:forces:R:3:mulliken_charge:R:1
C -0.985 0.559 -1.043 -0.3 0.3 -0.1 -0.263
C 0.537 -0.314 1.088 0.5 -0.4 0.2 -0.360
C 0.392 0.111 -1.495 -0.1 0.1 0.1 -0.410
C 1.248 0.006 -0.217 0.0 0.0 0.0 -0.502
C -1.177 1.169 0.131 -0.3 0.2 -0.4 -0.746
C -0.332 -1.290 1.381 0.3 -0.2 0.0 -0.767
H -1.854 0.228 -1.605 0.1 -0.4 0.2 0.320
H 1.964 -0.823 -0.261 0.1 0.2 -0.4 0.318
H -1.084 -1.718 0.710 0.8 -0.1 -0.1 0.277
H 0.945 0.248 1.934 0.5 -0.7 0.0 0.368
H -2.080 1.009 0.725 -0.2 0.8 -0.6 0.279
H 0.324 -0.864 -2.005 -0.2 0.3 0.2 0.276
H 1.842 0.920 -0.108 -0.2 -0.1 0.2 0.288
H 0.883 0.778 -2.222 -0.2 -0.1 0.2 0.294
H -0.395 1.741 0.634 -0.1 -0.5 0.0 0.334
H -0.228 -1.758 2.355 -0.7 0.5 0.3 0.293
```
Forces are in eV/Å.

---

No. 6
C4H11O4 | ωB97M-V with the def2-TZVPD basis set

The HOMO energy comes out at -3.555 eV. Its charge is -1. The LUMO energy comes out at 3.45 eV. Its energy relative to the best compared isomer or geometry (same formula, charge and spin) is 247.0 kJ/mol.

The geometry in XYZ format:
```
19
Properties=species:S:1:pos:R:3:forces:R:3:mulliken_charge:R:1
O -0.124 2.981 0.121 -0.1 -0.1 -0.1 -0.885
O 2.448 3.337 0.063 0.0 0.0 0.3 -0.746
O 0.349 -3.024 0.250 -0.1 0.8 0.6 -0.563
O -2.077 -3.493 -1.080 -0.2 0.4 0.3 -0.661
C -0.768 1.787 -0.075 1.1 1.0 1.5 -0.539
C -0.363 -0.751 -0.008 1.5 2.4 1.1 -0.500
C 0.517 -1.828 0.460 0.3 -1.8 -0.3 0.026
C 0.002 0.634 0.704 -1.7 -0.5 -2.5 -0.659
H -1.429 -0.926 0.087 -0.1 -0.3 -0.5 0.355
H -1.763 1.862 0.401 -0.5 -0.4 -0.6 0.225
H -2.016 -2.595 -1.428 -0.1 -0.1 -0.3 0.330
H -0.304 0.608 1.744 0.5 0.3 0.2 0.341
H 0.043 -0.521 -1.006 -0.8 -0.4 -0.3 0.223
H -1.574 -3.370 -0.257 0.2 -0.5 -0.3 0.350
H 2.676 3.124 -0.845 -0.2 0.0 0.0 0.255
H 1.004 0.948 0.426 0.5 -0.5 0.9 0.394
H 1.462 -1.528 0.950 -0.1 0.2 0.0 0.393
H 1.426 3.207 0.133 0.1 -0.1 -0.3 0.396
H -0.811 1.544 -1.165 -0.4 -0.4 0.3 0.265
```
Forces are in eV/Å.

---

Results for calculated total energy: -3015.05040 -323.44409 -327.92267 -3334.57413 -234.50662 -459.95632 (in Ha, following the order of the records).